# 1
Formula: C7H7LuO6S
Source: the Open Molecules 2025 dataset
Level of theory: ωB97M-V with the def2-TZVPD basis set

Summary:
net charge: +2
LUMO level (alpha / beta): -10.165 / -9.896 eV
strongest force on any atom: 0.1191 Eh/bohr
HOMO energy (alpha / beta): -16.767 / -17.075 eV
HOMO-LUMO gap (alpha / beta): 6.602 / 7.178 eV

Last column: Mulliken charge in e.
Atoms and positions in Å:
O  -4.3739  -2.6654  -2.6882  -0.142
C  -4.5261  -1.5593  -2.4361  0.146
Lu  -0.1728  0.6331  -0.9144  1.444
C  -0.3898  2.5727  0.7328  -0.085
O  0.4180  3.1675  1.3701  -0.204
C  -2.8113  2.7924  0.0721  0.460
O  -3.9561  2.9471  -0.1423  -0.126
C  -1.8450  2.2727  1.0434  0.592
O  -2.2386  1.8743  2.1549  -0.357
C  -0.3860  2.9982  -1.5311  0.243
O  -0.5679  4.0729  -1.9332  -0.109
H  0.7307  0.0346  -2.2294  -0.227
C  1.6950  -2.6666  -0.4741  -0.913
S  1.0779  -1.9826  1.0822  0.516
C  2.6411  -1.4497  1.7968  -0.870
O  0.4585  -0.6032  0.5988  -0.529
H  1.9699  -3.7132  -0.2909  0.381
H  2.5621  -2.0864  -0.8104  0.348
H  0.9008  -2.6094  -1.2296  0.358
H  3.3332  -1.1580  0.9980  0.322
H  2.4381  -0.5879  2.4414  0.363
H  3.0422  -2.2839  2.3889  0.391

Cartesian forces (eV/Å) of the 6 atoms listed first:
O -0.42 2.60 0.58
C 0.47 -2.59 -0.56
Lu -1.18 -0.40 2.17
C 0.91 1.19 2.45
O -1.28 -1.23 -1.25
C -5.16 -0.85 1.11

# 2
Formula: C34H42N7O14
Source: the Open Molecules 2025 dataset
Level of theory: ωB97M-V with the def2-TZVPD basis set

Summary:
net charge: -1
LUMO level: 0.358 eV
strongest force on any atom: 0.2340 Eh/bohr
HOMO energy: -6.055 eV
HOMO-LUMO gap: 6.413 eV

Last column: Mulliken charge in e.
Atoms and positions in Å:
C  0.5608  -0.4800  0.8071  0.429
O  0.5298  0.7870  0.7451  -0.520
O  -0.5782  -1.2620  0.6551  -0.276
O  1.6098  -1.0950  1.1421  -0.639
H  -1.4962  -0.8200  0.6731  0.192
C  0.7678  -1.4110  5.3711  -0.309
C  -0.2652  -1.7890  4.1901  -0.330
C  -1.5492  -1.0900  4.2841  0.290
C  -1.9192  -0.0880  5.4421  -0.076
C  -0.9322  -0.0270  6.6021  -0.345
C  0.3698  -0.7480  6.5311  -0.541
N  -3.1212  0.8790  5.4281  0.908
O  -3.3802  1.4900  6.5731  -0.580
O  -3.6062  0.9840  4.3591  -0.509
H  1.7288  -1.8700  5.3111  0.533
H  0.1898  -2.3880  3.2701  0.246
H  -2.3192  -1.0340  3.4571  -0.033
H  -1.2472  0.5440  7.4091  0.534
H  1.1378  -0.7470  7.3281  0.323
C  2.7208  5.1200  0.8271  -0.381
C  1.8298  3.8890  0.9661  -1.005
C  0.4838  3.9520  0.1251  0.002
C  0.0958  5.3850  -0.4099  -0.019
C  1.0578  6.4840  -0.5569  -0.542
C  2.3998  6.2610  0.1191  -0.280
N  -1.3392  5.6580  -1.0149  0.845
O  -2.1892  4.6710  -0.7699  -0.508
O  -1.6132  6.7280  -1.5799  -0.554
H  3.7098  4.9170  1.3051  0.278
H  2.0268  3.1140  1.5251  0.904
H  -0.1302  3.0890  0.0781  0.501
H  0.8468  7.4260  -0.9959  0.450
H  3.1338  7.1100  0.0141  0.279
C  -1.1702  1.5710  -3.2789  -0.401
C  -2.0792  1.2080  -4.5009  -0.389
C  -1.5692  0.2150  -5.4829  -0.233
C  -0.1892  -0.5900  -5.2619  -0.402
C  0.4228  -0.3980  -3.8989  -0.300
C  -0.0832  0.6160  -2.9779  0.416
N  0.2768  -1.5210  -6.1939  0.837
O  1.3288  -2.1880  -5.9709  -0.558
O  -0.5272  -1.8880  -7.0869  -0.564
H  -1.2252  2.3510  -2.5899  0.553
H  -3.0092  1.9100  -4.9809  0.200
H  -2.0242  0.1070  -6.5599  0.275
H  1.3048  -0.8470  -3.7059  0.769
H  0.5398  0.7920  -1.8889  -0.215
C  -1.1512  -4.7370  -2.6839  -0.160
C  -2.1062  -5.9470  -3.1299  -0.720
C  -3.5892  -5.9300  -2.5649  -0.649
C  -4.0052  -4.6500  -1.7119  0.035
C  -2.9632  -3.5470  -1.3519  -0.228
C  -1.5942  -3.7500  -1.8549  0.128
N  -5.3782  -4.4180  -1.4209  0.870
O  -5.6172  -3.7130  -0.2979  -0.530
O  -6.2742  -4.9960  -1.9639  -0.556
H  -0.0242  -4.7200  -3.1309  0.246
H  -1.5122  -6.6920  -3.4479  0.462
H  -4.3312  -6.6190  -2.7389  0.496
H  -3.1712  -2.7620  -0.6809  0.650
H  -0.8522  -2.8040  -1.4669  -0.055
C  4.2118  -0.5830  -3.7939  0.057
O  4.6748  0.5410  -3.6789  -0.578
N  4.0838  -1.4520  -2.6959  0.136
C  3.8258  -2.8170  -2.9029  -1.156
C  4.0258  -0.9010  -1.3889  -1.427
H  4.1468  -0.9900  -4.8409  0.358
H  4.6308  -3.4330  -2.6629  0.430
H  3.5278  -3.1880  -3.8819  0.343
H  2.9368  -3.0040  -2.3729  0.402
H  4.4098  -0.0360  -1.1389  0.742
H  4.3848  -1.6550  -0.7319  0.339
H  2.9118  -0.5650  -1.1519  0.300
C  4.1838  1.5870  1.6901  0.150
O  5.0988  2.2510  1.1101  -0.719
N  4.1448  1.4460  3.0291  0.309
C  3.3688  0.2680  3.5261  -0.846
C  4.9468  2.1490  4.0451  -1.204
H  3.1638  1.0720  1.2861  0.260
H  3.5518  0.2080  4.6911  0.218
H  3.6768  -0.6510  3.1791  0.404
H  2.3168  0.3150  3.2431  0.206
H  4.6968  2.0430  5.0741  0.412
H  4.9438  3.1190  4.0951  0.476
H  6.0288  1.7540  4.1471  0.314
C  -4.6142  -0.0060  -0.7999  -0.015
O  -4.1322  0.6670  -1.7209  -0.651
N  -4.0042  0.1900  0.3101  0.295
C  -4.3732  -0.6410  1.4711  -0.623
C  -2.9772  1.2480  0.4031  -1.115
H  -5.5072  -0.7180  -0.7869  0.298
H  -4.3192  -1.6180  1.4081  0.402
H  -5.2682  -0.2870  1.9831  0.424
H  -3.4782  -0.5220  2.1481  -0.364
H  -2.7982  1.4020  1.4931  0.175
H  -3.2412  2.0940  -0.1459  0.742
H  -2.1182  1.0240  -0.0249  0.264

Cartesian forces (eV/Å) of the 6 atoms listed first:
C 2.28 1.79 1.83
O -1.38 -0.95 -0.73
O -2.03 -0.02 -0.16
O -1.48 -0.60 -0.72
H 2.68 -0.14 -0.17
C -4.43 -1.24 -2.17

# 3
Formula: C3H6S2
Source: the Open Molecules 2025 dataset
Level of theory: ωB97M-V with the def2-TZVPD basis set

Summary:
net charge: 0
LUMO level: -0.343 eV
strongest force on any atom: 0.2766 Eh/bohr
HOMO energy: -8.710 eV
HOMO-LUMO gap: 8.367 eV

Last column: Mulliken charge in e.
Atoms and positions in Å:
C  1.4729  1.1627  0.1202  -1.222
C  0.4515  0.0990  -0.5476  -0.666
C  -2.0229  -1.1944  0.3083  -0.172
H  2.4253  1.1985  -0.4210  0.332
H  1.0993  1.9327  -0.1864  0.488
H  1.6112  0.4952  1.2197  0.325
H  0.7766  -1.0291  -0.4691  0.321
H  0.3028  0.2970  -1.5220  0.507
H  -2.0638  -1.5509  -0.7492  0.303
S  -0.9462  0.1235  0.7520  0.020
S  -3.1068  -1.5342  1.4950  -0.236

Cartesian forces (eV/Å) of the 6 atoms listed first:
C 3.94 -13.26 3.29
C 1.86 -2.57 5.02
C -0.59 1.18 0.77
H 0.17 -0.79 0.28
H -4.67 9.62 -1.09
H -0.26 3.58 -2.69

# 4
Formula: C10H15Br2N4O2PtS
Source: the Open Molecules 2025 dataset
Level of theory: ωB97M-V with the def2-TZVPD basis set

Summary:
net charge: +1
LUMO level: -3.270 eV
strongest force on any atom: 0.0096 Eh/bohr
HOMO energy: -12.255 eV
HOMO-LUMO gap: 8.985 eV

Last column: Mulliken charge in e.
Atoms and positions in Å:
Pt  0.1003  -0.0725  0.0457  0.751
Br  2.1105  -2.6806  1.6154  -0.047
C  3.0849  -1.4265  0.5481  -0.509
Br  2.3667  0.3974  0.7267  -0.016
H  2.9706  -1.6759  -0.4994  0.377
H  4.1067  -1.3914  0.9032  0.387
N  -1.6635  -0.5679  -0.8602  -0.356
N  -1.3435  -1.1716  -2.1056  -0.379
C  -0.0129  -1.6222  -2.3406  0.624
O  0.1762  -2.3551  -3.2744  -0.601
O  0.8700  -1.1589  -1.5036  -0.639
H  -2.2368  -1.1790  -0.2803  0.324
H  -2.2026  0.2775  -1.0360  0.394
H  -2.0719  -1.7378  -2.5133  0.260
N  -1.5358  -1.6421  2.6079  -0.119
C  -2.5126  -0.7602  2.7444  0.630
S  -2.4427  0.7833  1.9585  -0.147
N  -3.5963  -1.0008  3.4723  -0.116
C  -4.1757  -2.2291  3.9195  0.794
C  -3.7756  -3.4859  3.4850  -0.415
C  -4.4307  -4.6107  3.9708  -0.725
C  -5.4690  -4.4927  4.8783  -0.542
C  -5.8694  -3.2312  5.2984  -0.596
C  -5.2274  -2.1039  4.8217  -0.469
H  -0.7457  -1.4124  2.0093  -0.267
H  -1.4493  -2.4185  3.2455  0.334
H  -4.1541  -0.1824  3.6745  0.227
H  -3.0043  -3.6238  2.7426  0.470
H  -4.1215  -5.5870  3.6232  0.380
H  -5.9688  -5.3755  5.2515  0.402
H  -6.6846  -3.1223  6.0004  0.388
H  -5.5419  -1.1208  5.1529  0.326
C  -0.6547  0.9516  1.6511  -1.148
H  -0.5214  2.0352  1.5903  0.497
H  -0.1730  0.6541  2.5876  0.525

Cartesian forces (eV/Å) of the 6 atoms listed first:
Pt -0.17 -0.03 -0.16
Br 0.06 0.02 -0.02
C -0.16 0.04 0.05
Br 0.38 -0.13 0.28
H -0.03 -0.02 0.00
H 0.02 0.10 -0.06

# 5
Formula: C14H24Cl6Mg3O8
Source: the Open Molecules 2025 dataset
Level of theory: ωB97M-V with the def2-TZVPD basis set

Summary:
net charge: +2
LUMO level: -8.664 eV
strongest force on any atom: 0.0498 Eh/bohr
HOMO energy: -14.473 eV
HOMO-LUMO gap: 5.809 eV

Last column: Mulliken charge in e.
Atoms and positions in Å:
Mg  -0.4380  -1.2580  2.3458  1.166
Mg  -1.3550  0.6717  -3.5362  1.222
Mg  -2.2793  -1.1862  -0.5764  0.714
C  -4.1782  0.9694  2.5958  -1.149
C  -3.1668  0.1549  1.8499  0.721
O  -2.1631  -0.3048  2.4839  -0.551
O  -3.2367  0.0477  0.6009  -0.689
H  -4.6889  0.3340  3.3243  0.399
H  -4.9018  1.4653  1.9599  0.317
H  -3.6687  1.6805  3.2495  0.335
C  -1.8525  -5.1756  1.0569  -1.128
C  -1.6885  -3.6887  0.9309  0.700
O  -1.1337  -3.0478  1.8764  -0.504
O  -2.1569  -3.0403  -0.0448  -0.553
H  -2.9053  -5.4482  0.9886  0.336
H  -1.4700  -5.5649  1.9943  0.327
H  -1.3364  -5.6514  0.2218  0.328
C  -5.3464  -0.8390  -3.6423  -1.079
C  -3.9333  -0.7504  -3.1721  0.865
O  -3.0377  -0.1484  -3.8856  -0.673
O  -3.6221  -1.1954  -2.0505  -0.588
H  -5.5337  -0.1641  -4.4700  0.359
H  -6.0267  -0.7726  -2.7993  0.342
H  -5.4731  -1.8638  -4.0097  0.320
C  1.3008  0.5508  -0.8964  -0.913
C  -0.0734  -0.0092  -0.7381  1.288
O  -0.9414  -0.0437  -1.6685  -0.409
O  -0.3959  -0.6859  0.2818  -0.384
H  1.3915  1.0133  -1.8845  0.320
H  2.0359  -0.2566  -0.9873  0.347
H  1.6389  1.2125  -0.1024  0.175
Cl  5.8537  4.8832  -1.7309  -0.166
C  5.5585  3.1828  -1.2789  -0.453
C  4.1119  2.7987  -1.4920  -0.216
Cl  3.0454  3.6949  -0.3725  -0.146
H  5.8783  2.9968  -0.2573  0.314
H  6.1860  2.5772  -1.9328  0.342
H  3.9428  1.7418  -1.2896  0.018
H  3.7795  3.0233  -2.5032  0.323
Cl  0.5042  1.9619  2.2885  -0.129
C  -0.4483  3.4617  2.1696  -0.616
C  -1.4442  3.4320  1.0232  -0.151
Cl  -0.4779  3.1460  -0.5121  -0.160
H  0.2371  4.3052  2.1100  0.388
H  -0.9504  3.6276  3.1240  0.411
H  -2.0017  4.3506  0.8804  0.463
H  -2.1133  2.5818  1.1249  -0.189
Cl  6.7031  -2.9471  0.1884  -0.159
C  5.2032  -2.9991  1.1351  -0.495
C  4.3401  -1.8068  0.7469  -0.172
Cl  4.9721  -0.2696  1.3546  -0.148
H  5.4642  -3.0611  2.1886  0.356
H  4.7203  -3.9416  0.8773  0.308
H  3.3561  -1.9830  1.1926  0.009
H  4.2157  -1.7617  -0.3314  0.309

Cartesian forces (eV/Å) of the 6 atoms listed first:
Mg -2.18 -0.07 -1.35
Mg -1.19 -1.05 1.14
Mg -1.27 -0.53 0.17
C -0.02 -0.28 0.70
C 1.07 0.50 -0.16
O 0.29 -0.24 0.71

# 6
Formula: C3H11ClSi2
Source: the Open Molecules 2025 dataset
Level of theory: ωB97M-V with the def2-TZVPD basis set

Summary:
net charge: 0
LUMO level (alpha / beta): -0.636 / -0.071 eV
strongest force on any atom: 0.0808 Eh/bohr
HOMO energy (alpha / beta): -8.690 / -7.511 eV
HOMO-LUMO gap (alpha / beta): 8.054 / 7.440 eV

Last column: Mulliken charge in e.
Atoms and positions in Å:
C  1.2100  -1.2592  1.8761  -1.067
C  1.6338  0.5073  -0.6328  -1.017
C  -3.0604  -1.7758  -1.6890  -0.947
Si  0.6103  -0.9379  0.1118  0.515
Si  -1.4682  -0.1043  0.4168  0.363
Cl  -2.0758  -1.0311  2.1801  -0.298
H  1.8393  -2.1980  1.8898  0.261
H  1.8489  -0.4600  2.4328  0.290
H  0.4759  -1.4323  2.5505  0.385
H  1.1484  1.2200  -1.3486  0.355
H  2.2010  1.1232  0.0645  0.326
H  2.2632  -0.1141  -1.2474  0.254
H  -2.0863  -2.2880  -1.6215  0.295
H  -3.9490  -1.9533  -1.0668  0.313
H  -3.0173  -0.7825  -2.1923  0.297
H  1.0266  -2.0987  -0.5539  -0.201
H  -1.8100  1.2419  0.7368  -0.121

Cartesian forces (eV/Å) of the 6 atoms listed first:
C 4.10 0.52 -0.47
C -0.89 0.10 -0.76
C 0.96 2.08 0.72
Si 1.41 2.85 1.78
Si -1.63 -2.08 -0.50
Cl -0.39 -0.13 0.13